No. 1
Computed, not measured: C6H2F4I2 in the gas phase, with the ωB97M-V functional and the def2-TZVPD basis.

The geometry in XYZ format:
```
14
Properties=species:S:1:pos:R:3:nbo_charge:R:1
C -0.35206 -1.39244 -0.15162 -0.29
C -0.22221 -0.82335 -1.35015 0.28
C 0.63362 0.39971 1.41461 0.21
C 1.06017 1.17954 0.50869 -0.28
C -0.52071 -0.70473 1.19717 0.14
C -0.19982 0.60049 -1.55194 0.21
F 0.03545 -1.51842 -2.42326 -0.29
F 0.88510 0.43936 2.78562 -0.34
F -1.69555 0.00168 1.28150 -0.35
F 0.50620 1.07449 -2.63453 -0.33
I 2.38710 2.59104 -0.11563 0.31
I -1.69520 1.88672 -0.99074 0.27
H -0.41852 -2.50575 -0.13318 0.24
H -0.40356 -1.22833 2.16345 0.22
```

Summary:
Spin multiplicity = 1
Frontier orbital gap (alpha / beta) = 0.2724 / 0.2660 Ha
Energy relative to the best compared isomer or geometry (same formula, charge and spin) = 351.03 kJ/mol
Maximum force = 0.06653 hartree/bohr
HOMO level (alpha / beta) = -0.316 / -0.310 hartree
Calculated total energy = -33319.797 eV

No. 2
Computed, not measured: C6H2F4N2 in the gas phase, with the ωB97M-V functional and the def2-TZVPD basis.

The geometry in XYZ format:
```
14
Properties=species:S:1:pos:R:3:nbo_charge:R:1
C 3.80299 0.01357 -0.93620 0.19
C -0.67530 -0.52300 0.20549 0.00
C 2.17004 0.36690 0.76948 0.24
C 1.60898 -0.94141 0.61881 0.47
C -0.66812 0.56242 -0.53384 0.26
C 3.24826 0.81522 0.13692 0.25
N 4.13634 -0.76357 -1.70448 -0.26
N 0.42916 -1.26104 0.47800 -0.40
F 1.69799 1.12854 1.78572 -0.31
F 2.50365 -1.95375 0.86048 -0.31
F -1.85165 1.07299 -0.85467 -0.28
F 3.91033 1.98465 0.24989 -0.28
H -1.73380 -0.92585 0.61320 0.23
H 0.32423 1.01199 -0.98038 0.20
```

Summary:
Spin multiplicity = 3
Frontier orbital gap (alpha / beta) = 0.2517 / 0.2507 Ha
<S²> = 2.011
Maximum force = 0.18450 hartree/bohr
HOMO level (alpha / beta) = -0.250 / -0.383 hartree
Calculated total energy = -20097.494 eV

No. 3
Computed, not measured: C6H2O2 in the gas phase, with the ωB97M-V functional and the def2-TZVPD basis.

The geometry in XYZ format:
```
10
Properties=species:S:1:pos:R:3:nbo_charge:R:1
C 0.09344 -0.48283 -0.55412 -0.24
C -0.21490 0.83898 -0.05868 -0.49
C 0.22404 -0.28374 -2.07869 0.15
C -0.09341 1.61450 -1.16644 0.42
C 1.40548 -0.56086 -1.37903 -0.03
C 3.38614 0.83263 -1.01051 0.55
O 0.10538 1.12244 -2.32681 -0.47
O 2.43332 0.23478 -1.26206 -0.37
H -0.20401 -1.44728 -0.24424 0.24
H -0.53665 1.01819 0.91147 0.24
```

Summary:
Spin multiplicity = 1
Frontier orbital gap (alpha / beta) = 0.2824 / 0.2273 Ha
Energy relative to the best compared isomer or geometry (same formula, charge and spin) = 622.21 kJ/mol
Maximum force = 0.08339 hartree/bohr
HOMO level (alpha / beta) = -0.320 / -0.275 hartree
Calculated total energy = -10337.135 eV

No. 4
Computed, not measured: 10 unconnected molecules or ions with the total composition C6H30NO10, with the ωB97M-V functional and the def2-TZVPD basis.

The geometry in XYZ format:
```
47
Properties=species:S:1:pos:R:3:nbo_charge:R:1
C 0.05300 -0.68196 -0.84731 -0.04
O -1.28525 -0.52552 -1.10793 -0.96
C 0.59587 0.62797 -0.14804 -0.07
C 1.99808 0.18590 0.36888 -0.45
C 2.92695 1.20949 0.90274 0.04
C 4.01533 1.45950 0.17763 -0.43
C 2.79044 1.47084 2.39523 -0.65
N 0.80301 1.69385 -1.15656 -0.86
H 0.61164 -0.84731 -1.77921 0.10
H 0.26871 -1.49535 -0.15923 0.13
H -0.14283 1.02079 0.57667 0.19
H 2.52168 -0.35047 -0.43878 0.20
H 1.68507 -0.60894 1.10757 0.22
H 4.92222 1.90515 0.59627 0.17
H 4.39119 1.35126 -0.83580 0.21
H 1.75784 1.17992 2.70270 0.22
H 3.02659 2.52948 2.49571 0.22
H 3.65655 0.94883 2.89454 0.23
H 0.74075 1.28692 -2.06780 0.35
H 0.14170 2.41646 -0.93197 0.37
H -0.55850 -0.80868 2.33841 0.48
H -1.49763 -1.75637 1.52963 0.49
O -1.18883 -1.52257 2.40119 -0.97
H -2.56739 3.24619 -0.67155 0.50
H -3.29515 3.42728 0.47771 0.43
O -3.23762 3.91346 -0.35511 -0.97
H -1.84474 -1.75373 -0.40683 0.51
H -2.42988 -3.14759 -0.97080 0.46
O -2.28323 -2.66685 -0.16771 -1.05
H -0.47930 -3.12633 0.12095 0.49
H -0.69444 -4.56420 0.47948 0.46
O 0.01793 -3.93628 0.34587 -0.97
H -2.22800 -1.95062 -3.01715 0.47
H -0.83331 -1.67004 -3.29717 0.47
O -1.68590 -1.72014 -3.77095 -0.94
H 2.73600 0.52742 -4.41281 0.47
H 3.10748 -0.13874 -3.09947 0.47
O 3.46703 0.13088 -3.94139 -0.94
H -1.90284 0.98803 -1.43665 0.52
H -3.32398 1.41891 -1.63575 0.47
O -2.53937 1.72144 -1.21021 -1.01
H -4.08857 1.34619 1.06003 0.49
H -4.23457 2.64607 1.86435 0.46
O -4.64953 1.80193 1.69931 -0.94
H 0.26475 -2.96637 3.30585 0.48
H -0.16102 -1.98308 4.24927 0.47
O 0.65209 -2.23305 3.77619 -0.94
```

Summary:
Spin multiplicity = 1
Total charge = -1
Frontier orbital gap = 0.3012 Ha
Energy relative to the best compared isomer or geometry (same formula, charge and spin) = 337.69 kJ/mol
Maximum force = 0.05045 hartree/bohr
HOMO level = -0.198 hartree
Calculated total energy = -28673.383 eV

No. 5
Computed, not measured: 9 unconnected molecules or ions with the total composition C6H30NO8S, with the ωB97M-V functional and the def2-TZVPD basis.

The geometry in XYZ format:
```
46
Properties=species:S:1:pos:R:3:nbo_charge:R:1
C -1.76192 2.10852 1.00442 -0.20
N -0.54377 1.69335 1.74753 -0.63
C 0.57812 2.62539 1.41939 -0.25
C 1.94199 1.94317 1.04446 -0.50
S 2.36633 1.86646 -0.77263 -0.79
C -3.04329 1.30277 1.68347 -0.42
C -3.79981 -1.11781 1.16215 -0.61
C -2.70424 -0.15000 1.54178 -0.43
H -1.99144 3.13689 1.08665 0.17
H -1.61862 1.73268 -0.03550 0.19
H -0.69785 2.01555 2.70085 0.34
H 0.34175 3.38724 0.67215 0.19
H 0.92396 3.06842 2.33683 0.17
H 2.72779 2.60848 1.37773 0.19
H 2.04231 0.95319 1.49269 0.19
H -2.96064 1.47359 2.84070 0.20
H -3.86741 1.58115 1.05712 0.21
H -4.31656 -0.99868 0.21999 0.20
H -4.50244 -1.18208 2.01717 0.19
H -3.30198 -2.13724 1.29016 0.21
H -1.92530 -0.26604 0.73440 0.20
H -2.02195 -0.65422 2.22238 0.23
H -0.20818 -0.98990 -3.16955 0.48
H 1.18034 -1.45528 -2.63513 0.52
O 0.28913 -1.75297 -2.85689 -0.98
H 3.93434 -2.75451 1.41214 0.50
H 2.45807 -2.80444 2.04738 0.48
O 3.39862 -2.87955 2.19594 -0.98
H 1.04103 2.75392 -3.16394 0.49
H 0.23065 2.14662 -1.94366 0.51
O 0.21513 2.34909 -2.89692 -1.01
H 1.26086 -4.32268 -0.00014 0.47
H 0.38978 -3.92696 1.14393 0.48
O 0.97716 -4.66656 0.85603 -0.95
H -2.45467 0.78999 -3.22692 0.46
H -1.57683 1.97991 -3.81391 0.51
O -2.40283 1.50162 -3.86291 -0.98
H 0.07905 -1.08322 -0.23544 0.48
H -0.28804 -2.11705 -1.26663 0.50
O 0.11387 -2.05994 -0.34474 -1.02
H 3.55226 -1.38293 -1.93998 0.50
H 2.88428 -0.06604 -2.42848 0.50
O 3.03487 -0.99644 -2.66489 -1.01
H 3.74003 -0.44017 0.20566 0.51
H 2.66406 -1.46206 -0.14902 0.49
O 3.62198 -1.35125 -0.10584 -0.98
```

Summary:
Spin multiplicity = 1
Total charge = -1
Frontier orbital gap = 0.2512 Ha
Energy relative to the best compared isomer or geometry (same formula, charge and spin) = 57.45 kJ/mol
Maximum force = 0.08487 hartree/bohr
HOMO level = -0.150 hartree
Calculated total energy = -35414.767 eV

No. 6
Computed, not measured: 9 unconnected molecules or ions with the total composition C6H30O12, with the ωB97M-V functional and the def2-TZVPD basis.

The geometry in XYZ format:
```
48
Properties=species:S:1:pos:R:3:nbo_charge:R:1
C 1.78726 -1.33862 1.92154 -0.09
C 2.88021 -2.38746 2.09495 -0.09
O 3.49714 -2.28142 3.38960 -0.73
O 2.26458 -0.16892 1.29750 -0.75
H 1.53796 -1.08826 2.95910 0.17
H 0.89794 -1.78041 1.46920 0.17
H 3.66517 -2.32190 1.34277 0.18
H 2.36960 -3.35189 2.05491 0.16
H 4.40630 -2.01622 3.23529 0.47
H 1.66025 0.29074 0.70726 0.50
C 0.73769 3.92960 0.82031 -0.09
C 1.56860 3.01564 1.66878 -0.10
O 2.26626 3.67672 2.74732 -0.71
O 1.39847 4.93887 0.05095 -0.72
H 0.10879 4.57372 1.44886 0.17
H 0.14833 3.32426 0.12057 0.15
H 2.40595 2.70197 1.04084 0.20
H 0.93040 2.23581 2.08171 0.17
H 1.58030 4.12617 3.25597 0.45
H 1.90811 4.47956 -0.63277 0.47
C -1.31288 -2.44867 -2.56763 -0.08
C -2.44784 -3.45009 -2.45208 -0.10
O -2.06134 -4.70441 -3.03202 -0.72
O -0.14088 -2.91079 -1.99308 -0.75
H -1.62673 -1.58515 -1.97068 0.18
H -1.17060 -2.09999 -3.59722 0.16
H -3.29916 -2.99971 -2.97043 0.17
H -2.71725 -3.52043 -1.39687 0.18
H -2.32827 -5.34895 -2.36912 0.47
H 0.02387 -3.85607 -2.03087 0.49
O -2.37458 0.84361 2.17736 -0.96
H -2.82865 1.67747 2.01291 0.48
H -1.68445 1.06314 2.81426 0.49
O 0.66925 -0.12429 -2.88897 -0.97
H 0.56991 -0.93707 -2.37106 0.50
H 0.48630 -0.38911 -3.79582 0.47
O -0.27807 0.56225 0.04279 -0.97
H -0.19478 1.09585 -0.75238 0.49
H -1.21466 0.37670 0.10978 0.49
O -2.12153 1.61705 -1.61507 -0.95
H -2.84063 1.02431 -1.36193 0.47
H -2.39395 2.48103 -1.28294 0.48
O -4.13988 -1.24313 1.22439 -0.96
H -4.73728 -0.97655 1.92927 0.47
H -3.28672 -0.86190 1.47380 0.49
O 2.03082 2.37727 -2.18400 -0.95
H 2.07409 1.54797 -2.67791 0.50
H 1.32658 2.23168 -1.54914 0.45
```

Summary:
Spin multiplicity = 1
Frontier orbital gap = 0.3392 Ha
Energy relative to the best compared isomer or geometry (same formula, charge and spin) = 273.32 kJ/mol
Maximum force = 0.03445 hartree/bohr
HOMO level = -0.349 hartree
Calculated total energy = -31276.581 eV